Density functional theory data (ωB97M-V with the def2-TZVPD basis set) for a structure of composition C29H27N4O4PtS2.

Each line ends with the Löwdin spin population.
CARTESIAN COORDINATES (ANGSTROEM)
Pt (-0.61970, -0.63325, 0.42523)  1.45
S (-1.42878, 2.06432, -1.39974)  0.01
S (-2.10906, -2.62802, -0.84621)  0.02
O (-0.04967, 1.48293, 7.09119)  0.85
O (-2.16038, -1.30071, -1.45202)  0.13
O (-2.52099, -3.75836, -1.60062)  0.01
O (-1.24318, 1.45975, 0.02033)  0.05
N (0.77449, -0.55095, 7.54203)  0.01
N (-0.00616, -0.29843, 2.51138)  0.08
N (-0.48925, -2.65516, -0.37078)  0.39
N (1.38961, -0.75087, -0.56052)  0.13
C (3.42720, 0.10217, -1.46925)  0.01
C (2.58179, -2.00967, -2.22693)  0.02
C (-5.33955, 0.46094, -2.94588)  0.00
C (-1.86594, 3.74684, -1.05361)  0.01
C (-3.50910, -3.51952, 2.78784)  0.03
C (1.52655, -1.85668, -1.33054)  0.06
C (0.33936, 0.31178, 6.69712)  0.07
C (-2.83812, -2.50331, 0.74272)  0.03
C (-3.04122, 1.07100, -3.31053)  0.00
C (0.26191, -1.32898, 3.32091)  0.01
C (0.38236, -1.18559, 4.69284)  0.01
C (-5.25738, 0.88680, -1.62169)  0.00
C (-2.97615, 1.48545, -1.99259)  0.00
C (-3.11179, -1.22883, 1.25456)  0.01
C (-0.16965, 0.92437, 3.03055)  0.01
C (-3.57361, -1.12910, 2.56257)  0.02
C (1.60802, -4.11624, -3.02393)  0.01
C (0.48257, -2.86084, -1.27703)  0.11
C (-3.77205, -2.26379, 3.34467)  0.00
C (-4.32271, -2.15666, 4.74524)  0.00
C (0.53699, -3.96850, -2.16160)  0.15
C (-0.06471, 1.16123, 4.39074)  0.01
C (2.32252, 0.19219, -0.62122)  0.02
C (-3.03658, -3.65250, 1.49352)  0.00
C (3.54673, -0.99015, -2.28885)  0.02
C (-4.24470, 0.56847, -3.79114)  0.00
C (-4.06569, 1.39592, -1.13230)  0.00
C (2.62063, -3.17133, -3.05831)  0.22
C (0.21996, 0.08294, 5.22180)  0.04
H (0.84478, -0.32422, 8.53233)  0.00
H (4.36686, -1.06730, -2.99295)  0.00
H (1.65666, -4.98170, -3.67189)  0.00
H (-0.25340, -4.70792, -2.12527)  0.00
H (1.13643, -1.44571, 7.23991)  0.00
H (-2.17258, 1.14006, -3.95813)  0.00
H (-5.38752, -2.39800, 4.74969)  0.00
H (-3.83197, -0.15324, 2.96184)  0.00
H (-3.14019, -0.35933, 0.59541)  0.00
H (4.16272, 0.89526, -1.47834)  0.00
H (-6.12848, 0.83924, -0.98074)  0.00
H (-3.99301, 1.73978, -0.10459)  0.00
H (3.45959, -3.30111, -3.73288)  0.01
H (-2.83715, -4.63129, 1.06962)  0.00
H (0.39846, -2.29582, 2.85575)  0.00
H (2.18528, 1.05304, 0.02106)  0.00
H (-0.96133, 4.27351, -0.75339)  0.00
H (-2.60998, 3.75509, -0.25801)  0.00
H (-3.84072, -2.86744, 5.41754)  0.00
H (-3.69995, -4.41165, 3.37570)  0.00
H (-2.26738, 4.18007, -1.97099)  0.00
H (-4.21744, -1.14896, 5.14607)  0.00
H (0.59394, -2.06807, 5.28466)  0.00
H (-6.26291, 0.03516, -3.31544)  0.00
H (-0.19209, 2.16592, 4.77228)  0.00
H (-4.32062, 0.24768, -4.82161)  0.00
H (-0.38588, 1.72475, 2.33314)  0.00

Summary:
- molecular weight (g/mol) = 754.77
- orbital gap (spin up / spin down) (eV) = 6.2 / 3.2
- 2S+1 = 5
- relative energy (zero: lowest compared OMol25 entry of this formula, charge and spin) (kcal/mol) = 8.5
- ⟨S²⟩ = 6.048
- E_tot (eV) = -69548.6132
- charge = +3

Density functional theory data (ωB97M-V with the def2-TZVPD basis set) for an isolated molecule of C5H6O2.

Each line ends with the Mulliken charge.
CARTESIAN COORDINATES (ANGSTROEM)
O (-1.61110, -0.06251, 1.27759)  -0.40
O (1.20606, -1.69129, -2.15550)  -0.52
C (0.76707, 0.91745, 1.36172)  -0.92
C (-0.56803, 0.70678, 0.92178)  0.12
C (0.40953, -0.83546, -1.78155)  -0.05
C (-0.34114, -0.92353, -0.55939)  -0.62
C (-1.27239, 0.03371, -0.11156)  0.40
H (1.21238, 0.20658, 1.97047)  0.32
H (0.01092, -0.03373, -2.48137)  0.25
H (-0.05054, -1.62680, 0.14063)  0.45
H (1.22790, 1.02520, 0.34340)  0.25
H (0.89118, 1.79998, 1.99386)  0.32
H (-1.88184, 0.48362, -0.92007)  0.39

Summary:
- molecular weight (g/mol) = 98.10
- orbital gap (spin up / spin down) (eV) = 7.1 / 8.3
- relative energy (zero: lowest compared OMol25 entry of this formula, charge and spin) (kcal/mol) = 124.2
- E_tot (eV) = -9371.7091